{
  "formula": "C56H54N6OP2S3Ti",
  "method": "wB97M-V/def2-TZVPD",
  "de_lowest_kj_mol": 116.4,
  "total_energy_ha": -5296.90848,
  "largest_force_ha_per_bohr": 0.0340,
  "gap_ev": 5.2593,
  "total_charge": -2,
  "elements": ["Ti", "S", "P", "C", "P", "S", "C", "C", "C", "C", "C", "C", "C", "C", "C", "C", "C", "C", "C", "C", "C", "C", "C", "C", "C", "C", "C", "C", "C", "C", "H", "H", "H", "H", "H", "H", "H", "H", "H", "H", "H", "H", "H", "H", "H", "H", "H", "H", "H", "H", "C", "C", "C", "C", "C", "C", "C", "C", "C", "C", "N", "C", "C", "C", "C", "C", "N", "H", "H", "H", "H", "H", "H", "H", "H", "H", "H", "H", "H", "H", "H", "H", "H", "H", "S", "C", "N", "N", "C", "C", "C", "C", "C", "C", "N", "N", "C", "C", "C", "C", "C", "C", "H", "H", "H", "H", "H", "H", "H", "H", "H", "H", "H", "C", "O", "C", "C", "H", "H", "H", "H", "H", "H"],
  "positions_angstrom": [[-1.074, -0.211, 0.558], [0.813, 1.769, -2.234], [-0.776, 0.725, -2.769], [-1.631, -0.119, -1.477], [-2.855, -1.304, -1.675], [-3.319, -1.945, 0.164], [-2.744, -2.816, -2.727], [-1.602, -3.256, -3.378], [-1.631, -4.430, -4.133], [-2.796, -5.172, -4.234], [-3.942, -4.749, -3.563], [-3.912, -3.585, -2.814], [-4.399, -0.588, -2.454], [-5.264, 0.176, -1.675], [-6.337, 0.857, -2.235], [-6.567, 0.791, -3.603], [-5.738, 0.007, -4.392], [-4.676, -0.684, -3.817], [-1.943, 1.971, -3.519], [-1.666, 2.558, -4.757], [-2.442, 3.602, -5.242], [-3.513, 4.087, -4.495], [-3.792, 3.519, -3.261], [-3.007, 2.473, -2.779], [-0.336, -0.200, -4.316], [1.000, -0.463, -4.606], [1.350, -1.102, -5.789], [0.371, -1.469, -6.710], [-0.958, -1.176, -6.445], [-1.299, -0.543, -5.254], [-0.681, -2.702, -3.267], [-0.728, -4.757, -4.635], [-2.814, -6.086, -4.817], [-4.855, -5.330, -3.624], [-4.799, -3.263, -2.280], [-5.094, 0.226, -0.612], [-6.991, 1.448, -1.602], [-7.391, 1.335, -4.050], [-5.917, -0.073, -5.458], [-4.086, -1.345, -4.433], [-0.826, 2.197, -5.339], [-2.206, 4.047, -6.203], [-4.119, 4.903, -4.875], [-4.626, 3.882, -2.669], [-3.214, 2.030, -1.816], [1.749, -0.160, -3.886], [2.392, -1.322, -5.993], [0.648, -1.970, -7.631], [-1.729, -1.437, -7.161], [-2.325, -0.283, -5.067], [4.519, 4.179, 3.085], [3.414, 3.713, 4.042], [3.631, 2.308, 4.568], [4.564, 2.145, 5.593], [4.811, 0.906, 6.160], [4.095, -0.194, 5.708], [3.147, -0.080, 4.701], [2.332, -1.284, 4.268], [3.154, -2.534, 3.945], [2.924, 1.178, 4.102], [1.864, 1.290, 3.179], [1.978, 1.863, 2.054], [0.852, 2.278, 1.200], [0.766, 3.622, 0.900], [-0.547, 3.869, 0.442], [-1.167, 2.647, 0.402], [-0.333, 1.643, 0.858], [4.319, 5.192, 2.723], [4.603, 3.520, 2.221], [5.489, 4.181, 3.589], [2.446, 3.790, 3.549], [3.396, 4.393, 4.898], [5.098, 3.020, 5.953], [5.537, 0.802, 6.959], [4.269, -1.166, 6.159], [1.739, -1.013, 3.397], [1.628, -1.524, 5.073], [3.767, -2.380, 3.056], [2.487, -3.375, 3.748], [3.816, -2.817, 4.768], [2.940, 2.267, 1.728], [1.553, 4.348, 1.063], [-0.976, 4.815, 0.144], [-2.158, 2.430, 0.039], [1.340, -2.113, -1.799], [1.156, -1.476, -0.183], [2.078, -0.795, 0.435], [3.099, -0.411, -0.400], [4.339, -0.042, -0.011], [5.271, 0.333, -1.006], [6.551, 0.725, -0.667], [6.975, 0.758, 0.664], [6.063, 0.383, 1.645], [4.771, -0.007, 1.323], [-0.036, -1.893, 0.492], [-0.309, -1.448, 1.789], [-0.527, -2.402, 2.766], [-1.504, -2.257, 3.757], [-1.608, -3.172, 4.795], [-0.775, -4.285, 4.853], [0.141, -4.481, 3.822], [0.255, -3.564, 2.789], [2.894, -0.521, -1.389], [4.956, 0.318, -2.044], [7.237, 1.013, -1.455], [7.983, 1.061, 0.921], [6.358, 0.384, 2.690], [4.087, -0.309, 2.096], [-2.206, -1.439, 3.687], [-2.375, -3.034, 5.550], [-0.850, -4.988, 5.674], [0.781, -5.358, 3.826], [0.956, -3.716, 1.976], [-0.996, 0.927, 3.844], [-2.272, 1.051, 3.178], [-2.504, 0.521, 2.038], [-3.955, 0.797, 1.786], [-0.261, 0.442, 3.230], [-1.169, 0.346, 4.747], [-0.674, 1.933, 4.096], [-4.294, 0.335, 0.876], [-4.096, 1.881, 1.760], [-4.537, 0.407, 2.625]],
  "forces_ev_per_angstrom": [[-0.2, -1.1, -1.3], [-0.1, -0.1, 0.0], [-0.1, 0.4, 0.2], [-0.1, -0.3, -1.0], [-0.1, 0.3, -0.1], [0.2, 0.1, 0.3], [-0.1, -0.1, 0.0], [0.0, 0.0, 0.0], [0.0, 0.1, 0.1], [0.0, 0.1, 0.1], [0.1, 0.1, 0.0], [0.1, 0.0, 0.0], [0.1, 0.1, 0.0], [0.0, 0.0, -0.1], [0.1, 0.0, 0.0], [0.0, 0.0, 0.0], [0.1, 0.0, 0.1], [-0.1, 0.0, 0.0], [0.0, 0.1, 0.1], [-0.1, 0.0, 0.0], [0.0, 0.0, 0.1], [0.0, -0.1, 0.0], [0.1, -0.1, 0.0], [0.0, 0.0, -0.2], [0.0, 0.0, 0.1], [0.0, -0.1, 0.0], [-0.1, 0.0, 0.0], [0.1, 0.0, 0.1], [0.0, 0.0, 0.1], [0.1, -0.1, -0.1], [0.1, 0.0, 0.0], [0.0, 0.0, 0.0], [0.0, 0.0, 0.0], [0.0, 0.0, 0.0], [0.0, 0.0, 0.0], [-0.1, 0.0, -0.1], [0.0, 0.0, 0.0], [0.0, 0.0, 0.0], [0.0, 0.0, 0.0], [0.2, 0.0, -0.1], [0.0, 0.0, 0.0], [0.0, 0.0, 0.0], [0.0, 0.0, 0.0], [0.0, 0.0, 0.0], [-0.1, -0.1, 0.1], [0.0, 0.0, 0.0], [0.0, 0.0, 0.0], [0.0, 0.0, 0.0], [0.0, 0.0, 0.0], [-0.3, 0.0, 0.0], [-0.1, 0.0, 0.0], [0.1, -0.1, -0.1], [0.0, -0.1, 0.0], [0.0, -0.1, 0.0], [-0.1, 0.1, -0.1], [0.0, 0.0, 0.0], [0.0, -0.1, -0.2], [0.1, 0.0, 0.0], [0.1, 0.0, 0.0], [0.0, 0.2, -0.1], [0.0, -0.2, 0.3], [-0.1, 0.1, -0.1], [-0.1, -0.2, -0.1], [-0.1, 0.2, 0.1], [0.0, 0.1, -0.1], [0.2, -0.1, 0.2], [0.4, 1.1, 0.5], [0.0, 0.0, 0.0], [0.0, 0.0, 0.0], [0.0, 0.0, 0.0], [0.0, 0.0, 0.0], [-0.1, 0.0, 0.0], [0.0, 0.0, 0.0], [0.0, 0.0, 0.0], [0.0, 0.0, 0.0], [0.0, 0.0, -0.1], [-0.1, 0.0, 0.0], [0.0, 0.0, 0.0], [0.2, 0.2, 0.1], [0.0, 0.0, 0.0], [0.1, -0.1, -0.1], [0.0, 0.0, 0.0], [0.1, -0.1, -0.1], [0.0, -0.1, -0.1], [-0.2, 0.0, 0.2], [0.4, -0.9, 0.0], [-0.2, 0.4, 0.4], [0.1, 0.1, 0.1], [-0.1, 0.0, -0.1], [0.1, 0.1, 0.0], [-0.1, 0.0, 0.1], [-0.1, 0.0, -0.1], [-0.1, 0.0, -0.1], [0.1, 0.0, 0.2], [0.1, 0.2, -0.6], [0.2, -0.1, 1.0], [0.2, -0.2, -0.5], [0.0, 0.0, 0.2], [0.0, 0.0, -0.1], [0.0, 0.1, -0.1], [-0.1, 0.0, 0.0], [0.0, -0.2, 0.0], [0.0, -0.1, -0.1], [0.0, 0.0, 0.0], [0.0, 0.0, 0.0], [0.0, 0.0, 0.0], [0.0, 0.0, 0.0], [-0.2, 0.0, 0.1], [0.0, 0.0, 0.0], [0.0, 0.0, 0.0], [0.0, 0.0, 0.0], [0.0, 0.0, 0.0], [0.0, 0.0, 0.1], [-0.1, 0.2, 0.1], [0.3, -0.1, 0.9], [-0.6, 0.4, 0.2], [-0.2, 0.1, -0.2], [0.1, -0.1, -0.3], [-0.1, 0.0, 0.1], [0.0, 0.0, -0.1], [0.0, 0.0, 0.0], [0.0, 0.0, 0.0], [0.0, 0.0, 0.0]],
  "mulliken_charge": [-2.5107, -0.5574, 1.9187, 1.0347, 1.8203, -0.7066, 0.0920, 0.1073, -0.9227, -0.4855, -0.7283, -0.4970, 0.3349, -0.6101, -0.6869, -0.5914, -0.7442, -0.2083, -0.1296, -0.6470, -0.7201, -0.6512, -0.8556, 0.5014, -0.1346, -0.7355, -0.6059, -0.6230, -0.8186, -0.1494, 0.0863, 0.4595, 0.3605, 0.3849, 0.3819, 0.1261, 0.4109, 0.3504, 0.4012, 0.4646, 0.4259, 0.4032, 0.3559, 0.4319, -0.0301, 0.3034, 0.3725, 0.3292, 0.3935, 0.6764, -1.2602, -0.7907, 0.6228, -0.4746, -1.2537, -0.4445, 0.4415, 1.3559, -1.2593, -0.3235, 0.5456, -1.0803, -0.6172, -0.2829, -1.8425, 0.0783, 2.0802, 0.3957, 0.2638, 0.3837, 0.3336, 0.5328, 0.4067, 0.3552, 0.3534, -1.3758, 0.6909, 0.1342, 0.2137, 0.4431, 0.4336, 0.5627, 0.4365, -0.1243, -0.5157, 0.2103, 0.4310, 0.1746, -0.1269, -1.0971, -0.4271, -0.8931, -0.0590, 0.6611, -0.5654, 2.1337, -0.1934, -0.3967, -0.8326, -0.7536, -0.1144, -0.9214, -0.2679, 0.4062, 0.3635, 0.3495, 0.4072, 0.0054, 0.3360, 0.4128, 0.3446, 0.4143, 0.5053, -0.4734, -0.4070, 1.3475, -1.0452, -0.0681, 0.4720, 0.3614, -0.3992, 0.3238, 0.3843]
}